(1)
This record from OMol25 describes the molecule C3H3N3O at a distorted geometry. The level of theory is ωB97M-V with the def2-TZVPD basis set.

Geometry (Å):
H 0.235 -2.496 1.282
N -0.636 -2.409 0.578
C -0.560 -1.122 0.139
N 0.582 -0.405 0.648
C 0.755 0.844 0.383
C 0.003 1.450 -0.706
N -0.898 0.674 -1.129
O -1.511 -0.361 -0.471
H 1.720 1.524 0.669
H 0.310 2.298 -1.392

**Calculated total energy**: -355.46354 hartree
**E_LUMO**: -0.989 eV
**Kohn-Sham gap**: 8.68 eV
**SMILES**: [H]/N=c1\nccno1



(2)
This record from OMol25 describes a structure of composition C26H48IN6O5P2W. The level of theory is ωB97M-V with the def2-TZVPD basis set.

Geometry (Å):
W -0.755 -0.158 0.776
C 1.484 -4.077 3.227
C 2.048 -3.854 1.820
C 3.295 -2.981 1.872
C 0.993 -3.361 0.847
C 1.058 -2.129 0.192
C 0.156 -1.810 -0.848
C -0.863 -2.701 -1.225
C -1.801 -2.385 -2.345
C -0.952 -3.899 -0.526
C -0.037 -4.223 0.467
H 2.194 -4.639 3.832
H 0.546 -4.635 3.212
H 1.315 -3.121 3.727
H 2.349 -4.834 1.437
H 3.069 -1.987 2.272
H 3.758 -2.870 0.890
H 4.034 -3.432 2.533
H 1.908 -1.480 0.361
H 0.398 -0.983 -1.510
H -1.568 -2.991 -3.223
H -1.739 -1.332 -2.617
H -2.830 -2.604 -2.059
H -1.719 -4.615 -0.797
H -0.102 -5.200 0.934
C 4.039 0.484 0.302
N 3.218 1.020 -0.800
C 4.027 1.500 -1.940
P 1.817 1.749 -0.434
O 1.050 0.865 0.538
O 1.080 1.860 -1.836
P -0.500 1.716 -2.159
O -1.095 1.074 -0.911
N -1.196 3.146 -2.387
C -0.819 3.985 -3.543
C -1.859 3.891 -1.313
N -0.488 0.929 -3.556
C -1.686 0.915 -4.420
C 0.589 0.052 -4.038
N 1.817 3.277 0.131
C 2.186 3.507 1.538
C 2.209 4.394 -0.751
H 4.592 -0.379 -0.065
H 3.406 0.160 1.128
H 4.753 1.227 0.664
H 4.597 0.659 -2.331
H 4.726 2.280 -1.630
H 3.389 1.884 -2.733
H -0.306 3.395 -4.297
H -0.166 4.798 -3.221
H -1.721 4.410 -3.981
H -2.406 3.210 -0.665
H -2.582 4.570 -1.760
H -1.146 4.480 -0.730
H -2.442 1.602 -4.049
H -2.108 -0.088 -4.466
H -1.397 1.218 -5.426
H 1.472 0.129 -3.410
H 0.856 0.349 -5.052
H 0.250 -0.985 -4.058
H 1.954 2.630 2.140
H 1.616 4.352 1.922
H 3.250 3.732 1.637
H 1.906 4.201 -1.777
H 3.287 4.565 -0.721
H 1.709 5.297 -0.403
N -1.862 1.473 1.769
C -3.340 1.298 1.977
C -4.059 0.899 0.698
C -3.763 -0.521 0.292
O -4.588 -1.359 0.105
O -2.443 -0.851 0.163
H -1.447 1.708 2.670
H -1.721 2.300 1.188
H -3.744 2.237 2.354
H -3.474 0.544 2.753
H -3.794 1.571 -0.123
H -5.134 0.971 0.849
I 0.758 0.000 3.562
C -0.776 -1.388 3.649
C -1.105 -2.073 4.793
C -2.099 -3.043 4.681
C -2.682 -3.274 3.445
C -2.293 -2.521 2.353
N -1.347 -1.564 2.451
H -0.606 -1.869 5.729
H -2.402 -3.610 5.551
H -3.447 -4.026 3.316
H -2.745 -2.665 1.384

**Calculated total energy**: -2771.10972 hartree
**2S+1**: 3
**Net charge**: +3
**E_LUMO (spin up / spin down)**: -9.661 / -9.528 eV
**Kohn-Sham gap (spin up / spin down)**: 6.88 / 7.32 eV



(3)
This record from OMol25 describes a structure of composition CH3Cl2O2PS at a distorted geometry. The level of theory is ωB97M-V with the def2-TZVPD basis set.

Geometry (Å):
C -0.103 0.025 0.006
O -1.811 -0.299 2.057
O -1.669 1.850 1.037
P -3.805 -0.271 -0.841
S -1.706 0.413 0.847
Cl -4.979 1.368 -0.428
Cl -4.564 -1.786 0.278
H -0.222 0.442 -0.980
H 0.892 0.191 0.426
H -0.271 -1.087 -0.065

**Calculated total energy**: -1850.27575 hartree
**E_LUMO (spin up / spin down)**: -1.736 / -1.736 eV
**Kohn-Sham gap (spin up / spin down)**: 7.39 / 7.39 eV



(4)
This record from OMol25 describes a structure of composition C8H22Br2MnN5O11 at a distorted geometry. The level of theory is ωB97M-V with the def2-TZVPD basis set.

Geometry (Å):
Mn 3.924 -0.087 -0.078
C 0.731 0.774 0.197
O 2.059 0.753 -0.210
H 0.042 1.266 -0.496
H 0.303 -0.219 0.361
H 0.605 1.313 1.143
Br 0.288 2.894 4.232
C -0.628 3.812 2.728
C 0.486 4.398 1.825
Br -0.429 5.665 0.559
H -1.262 4.606 3.111
H -1.299 3.109 2.240
H 1.108 3.713 1.261
H 1.048 5.033 2.503
C -0.619 1.228 -3.809
N -0.521 -0.152 -4.402
O -1.155 -1.072 -3.911
O 0.225 -0.221 -5.347
H -1.086 1.112 -2.835
H -1.118 1.956 -4.441
H 0.420 1.523 -3.677
C 1.530 -2.172 -3.182
N 2.557 -1.133 -2.961
O 3.242 -1.191 -1.937
O 2.629 -0.213 -3.724
H 1.382 -2.251 -4.254
H 0.688 -2.083 -2.504
H 2.042 -3.098 -2.909
C -0.739 -2.825 1.380
N 0.373 -3.639 0.831
O 0.614 -3.441 -0.349
O 0.920 -4.449 1.539
H -0.872 -2.701 2.451
H -1.535 -3.509 1.075
H -0.724 -1.872 0.870
C 0.951 -0.532 3.432
N 1.638 -0.733 4.743
O 2.762 -0.302 4.900
O 0.965 -1.337 5.552
H 1.240 -1.345 2.769
H 1.337 0.431 3.105
H -0.118 -0.552 3.606
C -3.114 0.056 -1.187
N -3.850 -0.872 -0.265
O -4.887 -1.366 -0.598
O -3.254 -1.050 0.790
H -2.865 1.002 -0.712
H -3.819 0.278 -1.985
H -2.217 -0.505 -1.432

**Calculated total energy**: -7717.63510 hartree
**2S+1**: 6
**Net charge**: +1
**E_LUMO (spin up / spin down)**: -6.564 / -6.525 eV
**Kohn-Sham gap (spin up / spin down)**: 6.15 / 6.19 eV



(5)
This record from OMol25 describes a structure of composition C30H29BN6O4Zr at a distorted geometry. The level of theory is ωB97M-V with the def2-TZVPD basis set.

Geometry (Å):
Zr -0.192 -0.148 0.039
O -0.619 -0.927 -1.786
C -0.027 -1.679 -2.680
C -0.181 -1.405 -4.046
C 0.427 -2.203 -4.990
C 1.191 -3.319 -4.619
C 1.324 -3.612 -3.283
C 0.735 -2.800 -2.303
C 0.838 -3.187 -0.917
N 0.409 -2.506 0.076
C 0.502 -3.083 1.404
C -0.834 -2.839 2.073
N -1.238 -1.441 1.868
C -2.080 -0.983 2.718
C -2.644 0.346 2.745
C -3.844 0.551 3.437
C -4.477 1.772 3.411
C -3.879 2.820 2.696
C -2.679 2.647 2.043
C -2.025 1.404 2.052
O -0.872 1.243 1.461
H -0.774 -0.542 -4.323
H 0.307 -1.964 -6.040
H 1.657 -3.942 -5.371
H 1.895 -4.479 -2.967
H 1.294 -4.161 -0.725
H 1.291 -2.584 1.967
H 0.721 -4.153 1.376
H -0.771 -3.077 3.136
H -1.583 -3.494 1.620
H -2.442 -1.658 3.499
H -4.284 -0.281 3.979
H -5.414 1.923 3.930
H -4.368 3.787 2.660
H -2.208 3.458 1.499
C 2.957 0.327 3.310
C 2.516 0.050 1.900
O 1.298 -0.161 1.734
C 3.467 0.010 0.826
C 4.853 0.163 1.072
C 5.767 0.088 0.062
C 5.311 -0.146 -1.255
C 3.981 -0.289 -1.534
C 3.008 -0.205 -0.503
O 1.768 -0.320 -0.810
H 2.079 0.367 3.949
H 3.490 1.278 3.363
H 3.633 -0.454 3.663
H 5.194 0.335 2.085
H 6.823 0.203 0.263
H 6.032 -0.208 -2.062
H 3.621 -0.460 -2.541
B -1.734 2.205 -2.151
N -2.726 1.461 -1.194
C -4.049 1.660 -1.172
C -4.656 0.620 -0.496
C -3.593 -0.203 -0.130
N -2.437 0.302 -0.550
N -0.496 2.741 -1.364
C -0.049 4.000 -1.341
C 1.152 4.039 -0.651
C 1.365 2.719 -0.272
N 0.375 1.942 -0.708
H -2.319 3.161 -2.602
H -1.353 1.436 -2.998
H -4.478 2.524 -1.653
H -5.704 0.481 -0.293
H -3.613 -1.132 0.417
H -0.601 4.779 -1.840
H 1.778 4.893 -0.459
H 2.183 2.308 0.297

**Calculated total energy**: -1862.27317 hartree
**E_LUMO**: -0.155 eV
**Kohn-Sham gap**: 7.76 eV



(6)
This record from OMol25 describes the molecule C7H7N3O2 at a distorted geometry. The level of theory is ωB97M-V with the def2-TZVPD basis set.

Geometry (Å):
C 2.723 -0.444 -0.739
C 1.283 -0.179 -0.276
C 0.368 -1.157 -0.349
N -0.970 -0.974 0.082
C -1.873 -1.907 -0.083
N -2.682 -2.706 -0.150
C -1.402 0.397 0.791
N -2.310 1.195 -0.217
O -2.936 2.064 0.283
O -2.252 0.919 -1.406
C -0.219 1.271 1.021
C 0.995 1.043 0.561
H 2.826 -1.239 -1.611
H 3.056 -0.993 0.104
H 3.418 0.524 -0.987
H 0.690 -2.049 -0.909
H -1.969 0.116 1.592
H -0.463 2.281 1.425
H 1.717 1.839 0.868

**Calculated total energy**: -585.49412 hartree
**E_LUMO**: -0.126 eV
**Kohn-Sham gap**: 8.63 eV
**SMILES**: CC1=CN(C#N)[C@H]([N+](=O)[O-])C=C1